Arrangement A

Density functional theory data (ωB97M-V/def2-TZVPD) for 2 unconnected molecules or ions with the total composition C8H19NO.

XYZ file:
```
29
Properties=species:S:1:pos:R:3:nbo_charge:R:1
O -1.156 -1.373 -1.303 -0.765
N -0.920 0.279 0.320 -0.629
C 0.764 -1.196 2.289 -0.671
C -1.214 -0.017 -1.134 0.273
C -0.324 2.262 -1.958 -0.613
C -2.051 -0.126 1.150 -0.418
C -0.236 0.740 -2.047 -0.432
C 1.991 0.395 0.762 -0.670
C 1.139 -0.840 0.878 0.280
C 1.217 -1.844 -0.075 -0.696
H -2.972 0.398 0.860 0.173
H 1.933 -1.727 -0.880 0.220
H -1.853 0.093 2.198 0.192
H 0.779 0.401 -1.847 0.197
H 2.878 0.279 1.388 0.228
H -2.242 0.336 -1.366 0.131
H 1.670 -1.446 2.842 0.229
H 0.288 -0.352 2.791 0.211
H 0.091 -2.049 2.323 0.225
H -0.139 -1.668 -0.871 0.478
H -2.212 -1.192 1.008 0.216
H -1.354 2.599 -2.094 0.205
H 0.282 2.728 -2.735 0.216
H -0.479 0.417 -3.059 0.217
H 1.453 1.274 1.119 0.210
H 2.311 0.583 -0.261 0.219
H 1.060 -2.865 0.254 0.226
H 0.038 2.641 -1.000 0.190
H -0.740 1.269 0.448 0.357
```

## Properties
Spin multiplicity = 1
Frontier orbital gap = 8.821 eV
SMILES = CC[C@@H](O)NC.C=C(C)C
Total charge = 0

***

Arrangement B

Density functional theory data (ωB97M-V/def2-TZVPD) for a molecular structure, C8H19NO.

XYZ file:
```
29
Properties=species:S:1:pos:R:3:nbo_charge:R:1
O 1.051 -0.912 1.832 -0.577
N 2.004 0.672 0.496 -0.696
C -2.991 -0.166 0.723 -0.591
C 1.075 0.253 1.634 0.700
C 0.449 0.309 -2.724 -0.619
C -0.501 -0.627 -2.106 -0.468
C 2.597 -0.228 -0.544 -0.442
C -1.497 0.074 -1.111 -0.370
C -1.964 -0.890 -0.067 -0.461
C 0.140 1.260 2.266 -0.739
H -2.592 0.560 1.417 0.182
H 3.658 -0.542 -0.284 0.203
H -1.011 -1.441 -2.870 0.217
H 2.062 -1.191 -0.530 0.217
H 2.328 1.612 0.539 0.374
H 1.779 0.222 -2.909 0.233
H -0.983 0.971 -0.791 0.202
H 2.266 0.164 -1.545 0.216
H -2.555 -1.748 -0.527 0.205
H 0.251 1.240 -1.788 0.197
H -0.976 1.032 2.187 0.256
H -3.659 -0.710 1.431 0.213
H 0.273 2.351 1.976 0.226
H -1.431 -1.630 0.563 0.249
H -3.493 0.465 0.064 0.200
H -0.050 0.864 -3.781 0.218
H 0.332 1.315 3.358 0.243
H 0.050 -1.359 -1.363 0.215
H -2.527 0.511 -1.702 0.197
```

## Properties
Spin multiplicity = 1
Frontier orbital gap = 9.983 eV
Total charge = 0

***

Most stable: arrangement A (next structure +73.0 kcal/mol)

***

Arrangement A

Density functional theory data (ωB97M-V/def2-TZVPD) for CHNO3 in the gas phase.

XYZ file:
```
6
Properties=species:S:1:pos:R:3:nbo_charge:R:1
O -1.694 -0.993 -0.161 -0.437
O 1.468 0.880 -0.490 -0.274
O 1.328 0.194 0.544 0.205
N 0.343 -0.530 0.643 -0.072
C -0.769 -0.263 -0.101 0.444
H -0.675 0.710 -0.435 0.134
```

## Properties
Spin multiplicity = 1
Frontier orbital gap (alpha / beta) = 8.505 / 8.507 eV
Total charge = 0

***

Arrangement B

Density functional theory data (ωB97M-V/def2-TZVPD) for CHNO3 in the gas phase.

XYZ file:
```
6
Properties=species:S:1:pos:R:3:nbo_charge:R:1
O 1.176 0.660 0.006 -0.565
O 0.244 -1.351 -0.037 -0.532
O -2.270 0.529 -0.057 -0.383
N -0.014 -0.130 0.094 0.155
C -1.156 0.261 -0.157 0.807
H 2.020 0.031 0.151 0.518
```

## Properties
Spin multiplicity = 1
Frontier orbital gap (alpha / beta) = 8.622 / 8.622 eV
SMILES = O=C=[N+]([O-])O
Total charge = 0

***

Arrangement C

Density functional theory data (ωB97M-V/def2-TZVPD) for a molecular structure, CHNO3.

XYZ file:
```
6
Properties=species:S:1:pos:R:3:nbo_charge:R:1
O -0.552 0.900 -0.712 -0.241
O -1.354 -0.131 -0.122 -0.131
O 1.732 0.844 -0.058 -0.451
N -0.375 -0.776 0.783 -0.425
C 0.590 0.673 -0.037 0.925
H -0.041 -1.510 0.145 0.323
```

## Properties
Spin multiplicity = 1
Frontier orbital gap = 10.579 eV
Total charge = 0

***

Most stable: arrangement B (next structure +7.8 kcal/mol)

***

Arrangement A

Density functional theory data (ωB97M-V/def2-TZVPD) for C2H2O2S in the gas phase.

XYZ file:
```
7
Properties=species:S:1:pos:R:3:nbo_charge:R:1
S 1.613 0.491 0.617 0.928
O 2.207 0.258 -0.716 -0.756
O -0.436 -1.076 0.499 -0.433
C -0.182 0.326 0.385 -0.250
C -0.721 -0.493 -0.677 0.130
H -1.710 -0.528 -1.081 0.175
H -0.772 1.022 0.973 0.205
```

## Properties
Spin multiplicity = 1
Frontier orbital gap (alpha / beta) = 8.895 / 7.933 eV
Total charge = 0

***

Arrangement B

Density functional theory data (ωB97M-V/def2-TZVPD) for C2H2O2S in the gas phase.

XYZ file:
```
7
Properties=species:S:1:pos:R:3:nbo_charge:R:1
S 1.307 -0.968 -0.784 0.227
O -1.566 -0.052 -0.487 -0.527
O -0.937 1.424 1.230 -0.734
C -0.749 0.372 0.307 0.718
C 0.733 0.014 0.332 -0.432
H 1.117 0.467 1.286 0.230
H -1.907 1.727 1.478 0.517
```

## Properties
Spin multiplicity = 1
Frontier orbital gap = 8.057 eV
SMILES = O=C(O)C=S
Total charge = 0

***

Most stable: arrangement B (next structure +87.2 kcal/mol)

***

Arrangement A

Density functional theory data (ωB97M-V/def2-TZVPD) for 2 unconnected molecules or ions with the total composition C2H2O2S.

XYZ file:
```
7
Properties=species:S:1:pos:R:3:nbo_charge:R:1
S 0.337 -1.010 1.001 1.665
O 1.124 -2.045 0.368 -0.838
O -0.998 -1.393 1.360 -0.857
C -0.721 0.978 -0.783 -0.235
C 0.455 1.330 -0.667 -0.234
H -1.608 0.380 -0.597 0.258
H 1.412 1.760 -0.682 0.241
```

## Properties
Spin multiplicity = 1
Frontier orbital gap = 10.098 eV
Total charge = 0

***

Arrangement B

Density functional theory data (ωB97M-V/def2-TZVPD) for C2H2O2S in the gas phase.

XYZ file:
```
7
Properties=species:S:1:pos:R:3:nbo_charge:R:1
S -1.544 -1.371 -0.040 0.026
O 1.801 -1.362 -0.001 -0.444
O -0.577 1.149 -0.068 -0.657
C -0.405 -0.181 0.090 0.075
C 1.065 -0.356 -0.014 0.344
H -1.580 1.298 0.302 0.521
H 1.241 0.822 -0.269 0.134
```

## Properties
Spin multiplicity = 1
Frontier orbital gap = 7.982 eV
SMILES = O=CC(O)=S
Total charge = 0

***

Most stable: arrangement B (next structure +17.0 kcal/mol)

***

Arrangement A

Density functional theory data (ωB97M-V/def2-TZVPD) for C16H15N3O in the gas phase.

XYZ file:
```
35
Properties=species:S:1:pos:R:3:nbo_charge:R:1
O 0.711 0.677 -0.127 -0.420
N -0.392 2.463 0.572 -0.284
N -1.162 -0.757 -0.390 -0.612
N -1.294 1.503 0.307 -0.384
C -0.619 0.457 -0.074 0.619
C 0.796 1.939 0.325 0.439
C -2.595 -1.014 -0.567 -0.227
C 2.580 1.850 4.276 -0.185
C 2.090 2.661 0.592 -0.476
C -3.418 -3.827 -3.023 -0.193
C -3.127 -3.219 -4.256 -0.216
C -2.437 -1.192 -3.092 -0.214
C -2.627 -1.889 -4.275 -0.201
C -3.207 -3.099 -1.841 -0.224
C 3.904 1.469 1.843 -0.219
C 2.696 2.170 1.855 -0.016
C -2.726 -1.798 -1.859 -0.029
C 3.827 1.201 4.288 -0.228
C 4.496 1.051 3.050 -0.197
C 2.051 2.390 3.069 -0.219
H 1.975 1.976 5.178 0.213
H 2.803 2.560 -0.249 0.227
H -2.072 -0.186 -3.188 0.219
H -2.374 -1.393 -5.202 0.214
H 1.913 3.724 0.714 0.256
H 1.109 2.961 3.113 0.228
H -3.429 -3.608 -0.906 0.212
H 4.385 1.285 0.902 0.209
H -3.140 -3.785 -5.173 0.215
H -3.029 -1.574 0.244 0.199
H 4.294 0.853 5.191 0.217
H 5.435 0.524 3.041 0.211
H -0.463 -1.419 -0.737 0.408
H -3.170 -0.098 -0.630 0.240
H -3.786 -4.858 -2.967 0.216
```

## Properties
Spin multiplicity = 1
Frontier orbital gap = 8.963 eV
SMILES = c1ccc(CNc2nnc(Cc3ccccc3)o2)cc1
Total charge = 0

***

Arrangement B

Density functional theory data (ωB97M-V/def2-TZVPD) for C16H15N3O in the gas phase.

XYZ file:
```
35
Properties=species:S:1:pos:R:3:nbo_charge:R:1
O 0.773 0.893 2.340 -0.699
N -2.523 -1.525 0.699 -0.285
N -1.196 -1.705 0.656 -0.192
N -1.980 -2.636 -1.153 -0.480
C 4.037 -0.218 -1.006 -0.209
C 3.424 1.011 -0.832 -0.193
C 1.637 -0.037 0.406 -0.052
C 2.272 -1.259 0.249 -0.164
C -2.650 2.168 -1.184 -0.208
C -0.706 0.771 -1.028 -0.208
C -2.625 2.342 0.188 -0.217
C -2.956 -2.098 -0.397 0.132
C -1.649 1.727 0.951 -0.151
C -1.688 1.378 -1.789 -0.200
C 3.460 -1.349 -0.459 -0.226
C 2.237 1.099 -0.132 -0.192
C -0.890 -2.370 -0.473 0.173
C -0.364 -1.121 1.666 -0.230
C 0.352 0.182 1.192 0.207
C -0.671 0.943 0.352 -0.065
H 4.962 -0.294 -1.558 0.216
H -1.670 1.865 2.024 0.185
H -3.376 2.949 0.672 0.214
H 0.036 0.154 -1.513 0.225
H 3.936 -2.311 -0.577 0.214
H 0.103 -2.644 -0.764 0.211
H -1.703 1.226 -2.858 0.217
H -3.418 2.640 -1.777 0.215
H -3.992 -2.137 -0.662 0.200
H -1.036 -0.850 2.485 0.238
H 0.362 -1.845 2.041 0.219
H 1.761 2.058 0.006 0.227
H 0.005 1.249 2.803 0.469
H 3.872 1.904 -1.243 0.215
H 1.864 -2.162 0.677 0.195
```

## Properties
Spin multiplicity = 1
Frontier orbital gap = 10.001 eV
SMILES = OC(Cn1cncn1)(c1ccccc1)c1ccccc1
Total charge = 0

***

Most stable: arrangement B (next structure +13.3 kcal/mol)

***

Arrangement A

Density functional theory data (ωB97M-V/def2-TZVPD) for a molecular structure, CH2ClOP.

XYZ file:
```
6
Properties=species:S:1:pos:R:3:nbo_charge:R:1
Cl 0.021 1.590 0.055 -0.024
P -1.457 -0.576 -0.614 1.227
O -2.035 -0.634 0.743 -0.986
C 0.923 0.084 -0.074 -0.602
H 1.423 -0.108 -0.915 0.189
H 1.124 -0.357 0.805 0.195
```

## Properties
Spin multiplicity = 1
Frontier orbital gap (alpha / beta) = 7.321 / 7.316 eV
Total charge = 0

***

Arrangement B

Density functional theory data (ωB97M-V/def2-TZVPD) for 2 unconnected molecules or ions with the total composition CH2ClOP.

XYZ file:
```
6
Properties=species:S:1:pos:R:3:nbo_charge:R:1
Cl 0.013 -0.104 -0.344 -0.001
P 3.164 0.745 -0.137 0.950
O 2.909 -0.641 0.184 -0.951
C -1.703 -0.082 -0.111 -0.377
H -2.285 0.849 -0.308 0.189
H -2.097 -0.767 0.716 0.190
```

## Properties
Spin multiplicity = 1
Frontier orbital gap (alpha / beta) = 8.108 / 6.516 eV
Total charge = 0

***

Most stable: arrangement A (next structure +20.7 kcal/mol)